# 1
A molecular structure, C28H76MgO12Zr in a non-equilibrium geometry, computed with ωB97M-V with the def2-TZVPD basis set.

```
118
Properties=species:S:1:pos:R:3:mulliken_charge:R:1
H 22.62777 10.07149 -11.57348 0.381
H 19.59737 -5.33563 -10.30086 0.355
H 14.17801 2.93730 -7.83812 0.329
H 19.84505 0.29790 -19.94194 0.240
C 22.31470 6.36893 -4.06969 -0.097
H 24.85320 9.55634 -12.24277 0.162
H 26.09917 3.90171 -15.43502 0.283
H 23.80805 5.37657 -15.15628 0.256
H 17.62691 -0.13590 -1.03841 0.303
H 14.61988 -0.89443 -13.17878 0.274
H 18.98564 1.46061 -21.82786 0.306
C 16.10799 5.54926 -16.39202 -1.057
H 20.00629 3.28028 -19.13798 0.293
H 25.42368 -0.26560 -5.08529 0.182
H 15.44331 4.65387 -8.71620 0.295
H 18.80389 -2.41173 -7.96680 0.330
H 23.03882 5.56971 -4.22774 0.205
H 17.93554 -4.85332 -10.66620 0.375
H 25.21485 -3.37630 -5.07115 0.344
C 18.71538 -3.32150 -8.56059 -1.217
H 15.83694 6.68320 -14.59645 0.274
H 15.47856 -2.33435 -13.74542 0.305
H 27.75096 3.87848 -7.79491 0.268
H 22.84319 7.77851 -5.65269 0.261
H 18.90099 2.26044 -3.93784 0.287
H 15.20595 1.20460 -15.07078 0.293
H 16.63097 6.40759 -16.81377 0.344
H 21.24113 7.96411 -5.24039 0.343
C 15.12905 -1.34250 -14.03206 -0.983
H 26.72278 -2.40184 -5.21952 0.317
C 25.72316 -2.45456 -4.78813 -1.148
H 18.68366 -2.48418 -10.49963 0.180
O 25.44771 4.35190 -14.89231 -0.465
C 16.17961 5.68905 -14.88340 -0.177
H 27.68523 6.80991 -7.68264 0.264
H 24.72673 9.75285 -9.12225 0.303
H 19.21128 0.43318 -2.17955 0.229
H 14.49469 1.24983 -8.24579 0.326
H 21.25922 1.97846 -18.89792 0.273
H 26.21634 9.93208 -10.04585 0.338
C 19.27986 -3.24742 -9.99951 0.663
H 19.85867 2.06626 -17.90843 0.313
O 23.17519 2.12654 -10.73378 -0.629
C 15.97061 2.76883 -8.92277 -0.077
H 26.26439 5.66504 -16.92921 0.349
H 21.58809 6.59003 -6.13468 0.310
O 15.47464 0.44309 -15.58991 -0.512
H 25.93263 -2.50842 -3.71981 0.369
H 19.20616 -4.08361 -7.95526 0.337
C 21.41483 2.51708 -9.10514 -1.234
C 16.13695 -0.37683 -14.65745 -0.177
H 16.84656 -0.91939 -15.28209 0.238
C 26.55955 5.14292 -7.06419 -0.198
H 24.78323 6.55085 -17.22209 0.328
O 20.62265 -2.84342 -10.10489 -0.448
Mg 26.03630 4.27957 -11.40724 0.988
H 17.73666 0.89370 -4.12544 0.248
H 25.62631 6.82782 -15.69268 0.227
C 20.95711 2.66408 -11.62061 -1.276
C 23.01411 9.08372 -11.32216 -1.198
H 15.09982 5.70240 -16.77703 0.302
C 24.86490 -1.18663 -5.25135 0.582
C 25.37989 6.07650 -16.44293 -0.974
H 16.57398 4.65799 -16.81225 0.277
O 27.05306 4.42280 -8.16674 -0.447
C 21.99609 7.18144 -5.31500 -1.066
C 14.56903 2.27448 -8.61004 -1.060
H 21.05268 1.49572 -8.98784 0.285
C 19.45579 1.31583 -19.96138 -0.176
O 17.28306 0.53555 -1.63214 -0.508
C 18.97873 -4.54183 -10.71950 -1.207
H 20.52464 1.66791 -11.71400 0.288
H 19.23314 -4.44714 -11.77515 0.300
H 24.20514 4.25933 -16.46677 0.242
H 17.23812 5.73053 -14.62658 0.255
C 23.53545 -1.06679 -4.49179 -1.159
H 14.30182 -1.52809 -14.71715 0.329
H 28.41605 5.95944 -6.24351 0.355
H 27.01741 7.05729 -6.10269 0.340
H 13.90536 2.32176 -9.47341 0.277
H 23.88728 -0.99958 -3.46232 0.335
C 21.99677 2.81493 -10.48794 0.746
H 22.63056 8.41160 -12.08979 0.323
C 27.50637 6.31178 -6.72977 -1.032
H 22.11581 2.74067 -8.30094 0.277
C 18.02367 1.75947 -3.52863 -0.917
H 21.44562 5.96675 -3.54906 0.267
C 24.62384 4.96936 -15.75358 -0.229
H 16.44423 2.08723 -9.62932 0.260
H 16.59864 2.83592 -8.03441 0.175
H 23.01943 -0.13361 -4.71760 0.329
H 15.69906 4.88692 -13.22369 0.283
O 15.47277 4.70800 -14.13931 -0.497
H 16.74200 0.20796 -13.96461 0.228
H 20.54309 3.13980 -8.90416 0.395
H 22.86583 -1.92511 -4.54640 0.325
H 22.90769 6.71498 -2.30614 0.304
H 21.19031 2.96303 -12.64254 0.307
H 18.37603 1.33798 -19.81397 0.263
H 24.84229 10.95769 -10.34978 0.381
O 15.82532 4.10892 -9.40808 -0.525
H 25.65305 5.62989 -7.42365 0.233
Zr 24.39098 -1.44616 -10.59590 1.365
C 25.12884 9.93156 -10.11948 -1.184
H 18.74180 1.88302 -1.39972 0.275
H 26.38447 4.54762 -6.16805 0.243
O 25.14939 7.78611 -11.21387 -0.474
H 17.16836 2.43513 -3.53312 0.309
H 20.07166 3.27141 -11.43296 0.375
C 20.19857 2.22743 -18.93145 -0.989
C 24.59579 9.08632 -11.29360 0.620
H 22.33007 3.85239 -10.46199 0.068
C 18.41328 1.17543 -2.16097 -0.226
O 22.95004 7.24891 -3.10284 -0.526
H 17.64888 -3.54662 -8.56189 0.373
O 19.60115 1.88320 -21.22441 -0.523
H 22.61356 8.81573 -10.34450 0.307
O 24.72504 -1.26432 -6.62369 -0.482
```

Calculated total energy in Eh: -2260.88396
Charge: +2

=====

# 2
13 unconnected molecules or ions with the total composition C23H72O13 in a non-equilibrium geometry, computed with ωB97M-V with the def2-TZVPD basis set.

```
108
Properties=species:S:1:pos:R:3:mulliken_charge:R:1
H -3.96111 -0.74726 1.89320 0.399
C -1.60520 -4.48431 -0.13585 0.518
C -4.42538 1.61358 -1.74010 0.014
C 3.81749 -1.68598 -0.17346 0.624
O 2.35497 -0.27500 -3.23102 -0.439
O -5.35668 0.77903 1.75751 -0.623
H -4.16320 1.53680 4.00333 0.332
C 2.61286 0.59081 -4.30588 -0.640
O -3.82833 4.64098 -0.18829 -0.530
H 3.14502 -0.96409 0.28996 -0.105
C 1.54318 1.69308 -4.28071 -0.867
H -1.02130 3.19746 -2.06728 0.152
H 5.88304 -1.16741 0.50375 0.355
C -0.62257 2.19635 3.11276 0.832
H -3.08716 4.19794 -2.98388 0.241
C 5.13327 -1.95420 0.58686 -1.376
H -3.36054 0.88682 1.79583 -0.647
H 3.63183 0.97402 -4.25179 0.218
H -0.03585 1.30490 3.33458 -0.385
H 2.30630 -5.47183 -2.16073 0.327
H -2.79535 5.70218 -4.77370 0.305
H -1.07609 1.02969 -0.23600 0.202
C -0.12262 3.44054 3.90033 -1.118
H 2.54247 0.07275 -5.26231 0.472
C -0.13877 -2.82575 3.11680 -0.180
H 3.77234 0.41063 3.24515 0.361
C 1.23209 -5.39133 -2.32716 -0.713
C -2.52323 -5.66699 -0.44056 -1.518
H -1.61261 1.87997 3.44114 -0.123
O 3.50510 2.54129 4.91568 -0.543
H -3.17022 2.92983 0.64565 -0.258
C -1.08777 3.47047 -3.12044 -0.757
H -3.53330 -5.32897 -0.20905 0.394
H -2.40378 -6.51479 0.23403 0.355
H 3.89880 -1.30149 -1.19016 0.036
H 1.76033 2.32784 -5.13980 0.439
H -1.76689 -0.33838 0.64367 -0.145
H -1.91552 5.43573 -2.69119 0.267
H -0.48586 -3.65887 3.72797 0.390
H 2.91219 0.67959 -1.83922 0.126
O -4.92960 2.85404 -2.19319 -0.581
H -0.11956 3.28433 4.97907 0.387
H 1.16729 -2.30528 -0.13699 -0.390
H -1.80842 -4.17283 0.88874 0.124
H 0.88713 -0.93918 3.43812 -0.061
C -3.63850 3.86230 0.96077 -0.138
H -0.72929 4.32398 3.70139 0.328
H 4.91420 1.31636 -2.29414 0.233
C 4.60497 1.50980 -1.26699 -0.433
C 3.34220 1.33175 2.85196 -0.310
H 0.50729 1.38601 -4.42476 0.277
H -0.32054 -1.28539 4.65651 0.242
O 1.60750 -5.35766 -4.71196 -0.532
C 0.90968 -6.02782 -3.69239 -0.425
H 5.09134 0.80985 -0.58756 0.037
H 0.88859 3.74569 3.63116 0.155
H -3.11846 0.11945 4.14685 0.210
O -2.10701 5.04051 -4.67383 -0.565
O 0.25992 -2.02985 0.01271 0.505
H 3.38508 3.48698 3.12288 0.303
O -1.82478 -3.35815 -0.92182 -0.654
H -4.51937 3.53702 -1.65760 0.239
O 3.15464 -2.94989 -0.16201 -0.460
H 1.71916 2.27348 -3.37502 0.230
C -1.12411 -0.05831 -0.19089 -0.867
H 1.12840 -2.17735 4.78158 0.467
O -0.73849 2.49699 1.75873 -0.255
H -0.16775 3.83209 -3.57966 0.403
C 0.45808 -1.73824 4.04269 -0.885
H 2.26971 1.16497 2.95226 -0.081
H -1.12442 -2.78023 -0.61021 0.491
H 3.66052 -3.59007 -0.66783 0.284
H -5.57832 0.24157 0.99355 0.335
H -3.83946 5.55480 0.10565 0.287
H 0.80765 -0.31806 0.85896 0.004
H -2.87041 4.29869 1.59928 0.347
C -2.11613 4.56531 -3.31588 -0.287
C -4.07187 0.47842 3.75924 -1.380
H -4.64193 1.29601 -0.72012 -0.066
H 0.14643 2.65388 1.42123 0.207
H -4.61382 3.74270 1.43254 0.297
H 1.49168 -5.78493 -5.56380 0.294
H 4.93750 -2.21387 1.62722 0.318
C 3.81209 2.57997 3.55077 -0.485
H -2.41242 -5.97475 -1.48032 0.317
H 0.76872 -5.91704 -1.49228 0.365
H 4.77071 2.56127 -1.03235 0.242
H -4.87441 -0.03261 4.29112 0.383
H 5.62020 -2.85948 0.22428 0.414
H -1.66153 -0.43712 -1.06025 0.523
C 0.29629 -0.62284 -0.05413 0.631
H -4.78200 0.82231 -2.39951 0.398
H 1.92783 -1.08596 -3.51646 0.266
H -0.15285 -6.07786 -3.93033 0.308
H 0.82623 -0.33944 -0.96348 0.028
C -4.12478 0.26519 2.26231 0.968
H 0.86990 -4.36712 -2.23817 0.117
H 3.64201 3.42335 5.26898 0.314
H -3.33797 1.68696 -1.75620 -0.024
O -1.18769 -2.27959 2.39230 -0.526
H 3.61595 1.27297 1.79854 0.050
H -0.54699 -4.74538 -0.14751 -0.129
H -1.47634 2.57830 -3.61152 0.320
H 0.62687 -3.20460 2.43978 0.129
H 1.25617 -7.05884 -3.76336 0.297
O 3.17648 1.32933 -1.18379 -0.216
H 4.89955 2.58785 3.47682 0.370
H -0.84066 -1.98040 1.54871 -0.088
```

Relative energy (zero: lowest compared OMol25 entry of this formula, charge and spin) in kJ/mol: 219.54
Calculated total energy in Eh: -1897.42788